1.
ORCA calculation (ωB97M-V/def2-TZVPD) on a 2-piece molecular cluster, C10H22 overall in a non-equilibrium geometry.

Results
* energy above the lowest of the compared OMol25 structures with the same formula, charge and spin: 2.767 eV
* molecular weight: 142.29 g/mol
* Kohn-Sham gap: 0.42153 Eh
* HOMO: -10.623 eV

ORCA input file:
```
! RIJCOSX wB97M-V def2-TZVPD def2/J DEFGRID3
* xyz 0 1
C 3.83 0.07 0.35
C 2.29 0.01 0.01
C 2.11 -1.02 -1.10
C 1.87 1.52 -0.39
C 1.60 -0.54 1.26
H 4.16 -0.95 0.66
H 4.22 0.25 -0.74
H 4.19 1.00 0.93
H 1.08 -1.21 -1.24
H 2.54 -0.41 -2.02
H 2.95 -1.85 -1.04
H 0.76 1.59 -0.84
H 2.48 1.97 -1.15
H 1.83 2.11 0.49
H 1.84 -0.03 2.28
H 0.50 -0.65 1.21
H 2.10 -1.51 1.31
C -2.40 -1.28 -0.31
C -2.64 -0.17 -1.28
C -2.96 1.17 -0.41
C -2.54 0.76 0.97
C -3.00 -0.69 1.00
H -2.75 -2.32 -0.57
H -1.33 -1.41 -0.06
H -3.50 -0.25 -2.02
H -1.59 -0.16 -1.83
H -4.01 1.26 -0.53
H -2.58 2.13 -0.68
H -3.01 1.48 1.69
H -1.39 0.78 1.09
H -4.08 -0.51 0.96
H -2.56 -1.14 1.99
*
```


2.
ORCA calculation (ωB97M-V/def2-TZVPD) on C10H22BaO15 as an isolated structure in a non-equilibrium geometry.

Results
* energy above the lowest of the compared OMol25 structures with the same formula, charge and spin: 0.000 eV
* molecular weight: 519.60 g/mol
* Kohn-Sham gap: 0.23231 Eh
* HOMO: -2.395 eV

ORCA input file:
```
! RIJCOSX wB97M-V def2-TZVPD def2/J DEFGRID3
* xyz -2 1
Ba -2.57 -9.82 12.72
O -3.06 -12.40 16.64
C -3.07 -11.81 15.38
O -3.50 -10.62 15.32
O -2.68 -12.45 14.41
H -3.40 -11.65 17.14
O -6.73 -10.82 11.21
C -5.76 -11.84 11.29
O -4.68 -11.50 11.85
O -6.06 -12.91 10.79
H -6.23 -10.07 11.55
O 0.82 -12.15 10.88
C -0.38 -12.75 11.33
O -0.35 -13.97 11.49
O -1.32 -11.94 11.49
H 1.33 -12.91 10.57
O -4.18 -5.58 13.83
C -3.65 -6.80 13.47
O -2.68 -7.23 14.14
O -4.08 -7.35 12.44
H -3.58 -5.34 14.54
C -3.47 -9.63 7.78
C -3.91 -10.09 9.16
O -3.54 -9.17 10.18
H -2.39 -9.61 7.67
H -3.88 -8.63 7.58
H -3.88 -10.26 6.98
H -3.49 -11.06 9.40
H -5.01 -10.17 9.14
H -3.84 -8.29 9.94
C 1.52 -6.80 11.79
C 0.07 -7.15 12.03
O -0.28 -8.43 11.53
H 2.19 -7.46 12.34
H 1.71 -5.78 12.13
H 1.78 -6.85 10.73
H -0.57 -6.40 11.54
H -0.17 -7.08 13.09
H 0.42 -8.82 11.02
C 1.13 -11.67 14.64
C 0.89 -10.32 13.93
O -0.35 -9.76 14.30
H 2.10 -12.06 14.34
H 0.36 -12.34 14.24
H 1.00 -11.61 15.72
H 0.91 -10.55 12.87
H 1.73 -9.63 14.12
H -0.35 -9.52 15.23
*
```


| no. | electronic energy (eV) |
| --- | --- |
| 1 | -10724.6567 |
| 2 | -42141.3266 |